Record 1
Density functional theory data (the ωB97M-V functional and the def2-TZVPD basis) for 6 unconnected molecules or ions with the total composition C36H80Br2N4 at a distorted geometry.

CARTESIAN COORDINATES (ANGSTROEM)
Br  -7.4803  -11.9194  3.2655
Br  -8.5364  -15.7307  -2.1676
N  -4.9340  -13.2577  -0.9082
N  -11.1011  -13.4375  1.2790
N  -4.5323  -17.5089  -5.8626
N  -5.7154  -19.2363  -0.2816
C  -11.2364  -13.0382  2.7818
C  -4.5676  -13.6680  -6.8631
C  -4.6335  -20.0570  0.4088
C  -9.8507  -14.2898  0.9912
C  -10.6685  -12.3365  -1.0062
C  -5.8387  -17.7153  -4.9644
C  -10.7768  -11.0764  -1.9625
C  -4.0639  -22.8002  3.2454
C  -4.6824  -14.6599  -1.5645
C  -3.0722  -13.1007  0.6129
C  -6.8804  -18.4594  -5.7661
C  -7.5291  -11.1382  -4.2591
C  -5.1289  -21.1178  1.4259
C  -6.0919  -19.0726  -6.9499
C  -11.2047  -12.1869  0.3875
C  -5.3797  -12.1475  -3.3092
C  -8.0033  -19.3904  0.3997
C  -4.5770  -18.7684  -6.7521
C  -6.7380  -18.6456  0.7471
C  -3.3618  -17.2625  -4.9272
C  -3.8376  -21.7239  2.1629
C  -6.0473  -10.9476  -4.0087
C  -5.0819  -18.2089  -1.2640
C  -4.7984  -14.9342  -6.0020
C  -12.3032  -14.4097  1.2642
C  -6.5779  -20.1594  -1.2091
C  -13.4212  -13.8241  2.0386
C  -5.6712  -13.4348  -7.9278
C  -3.5950  -12.5644  -0.7124
C  -4.7442  -16.2765  -6.7906
C  -7.9676  -19.5235  -1.1196
C  -12.6942  -13.3027  3.2099
C  -5.4709  -13.4069  0.4998
C  -4.3279  -13.1321  1.4812
C  -5.8688  -12.3716  -1.8552
C  -9.8423  -9.7849  -1.6456
H  -3.8955  -15.1286  -0.9736
H  -6.7860  -17.5708  0.5722
H  -11.7750  -10.6387  -1.9537
H  -7.9065  -18.6039  -1.7016
H  -5.5286  -12.5173  -8.4986
H  -5.5956  -21.9776  0.9452
H  -11.8931  -15.3510  1.6302
H  -6.1225  -20.0972  -2.1974
H  -9.8173  -14.9718  1.8407
H  -4.2235  -13.9267  2.2200
H  -10.4071  -9.0713  -1.0457
H  -4.4986  -22.4280  4.1731
H  -5.7048  -14.2401  -8.6616
H  -3.2076  -20.9331  2.5700
H  -12.5415  -14.0578  3.9811
H  -6.3054  -12.7401  0.7168
H  -4.7531  -23.5522  2.8612
H  -8.8914  -18.8748  0.7650
H  -5.7484  -14.4531  0.6288
H  -7.6264  -17.7749  -6.1699
H  -5.9695  -11.3782  -1.4181
H  -7.6823  -11.8108  -5.1031
H  -6.4120  -18.8824  1.7599
H  -4.4332  -12.8732  -6.1294
H  -8.9904  -13.6244  1.0633
H  -4.2186  -19.5642  -6.0992
H  -6.4842  -21.2224  -0.9867
H  -3.8803  -18.7600  -7.5903
H  -10.0748  -14.7179  0.0141
H  -4.1050  -14.8006  -5.1716
H  -6.7717  -12.9789  -1.7922
H  -3.7264  -11.4829  -0.7459
H  -10.5916  -11.3594  0.7446
H  -5.7519  -14.8136  -5.4877
H  -8.7703  -20.1573  -1.4968
H  -5.6518  -10.7726  -5.0092
H  -3.1843  -23.3342  3.6048
H  -4.2995  -12.0172  -3.3743
H  -11.3068  -13.1584  -1.3306
H  -13.2236  -12.4128  3.5503
H  -7.9998  -10.1951  -4.5370
H  -10.7720  -11.3261  -3.0235
H  -8.0366  -11.5312  -3.3782
H  -5.6520  -13.0882  -3.7878
H  -7.2182  -19.2247  -5.0673
H  -3.5933  -13.8074  -7.3316
H  -2.6889  -14.1175  0.5276
H  -5.6717  -16.4335  -7.3412
H  -4.3784  -17.6464  -0.6503
H  -4.5582  -12.1810  1.9613
H  -5.8895  -17.6765  -1.7664
H  -4.1015  -20.5706  -0.3920
H  -6.1790  -16.8041  -4.4724
H  -6.6937  -13.4293  -7.5502
H  -2.2778  -12.4980  1.0530
H  -5.6664  -15.1282  -1.5389
H  -14.1822  -14.5049  2.4199
H  -12.4631  -14.5980  0.2026
H  -3.9537  -16.2302  -7.5396
H  -2.9864  -18.2025  -4.5227
H  -3.2063  -22.1367  1.3760
H  -2.9547  -12.8887  -1.5326
H  -5.7021  -20.7829  2.2905
H  -3.7096  -16.7200  -4.0481
H  -3.9937  -19.3084  0.8762
H  -7.9312  -20.3636  0.8854
H  -9.7415  -9.1396  -2.5183
H  -6.4418  -18.6476  -7.8907
H  -10.8465  -12.0364  2.9623
H  -13.9892  -13.0748  1.4871
H  -5.8330  -9.9914  -3.5314
H  -12.2427  -11.8588  0.3316
H  -4.4517  -18.6638  -2.0282
H  -2.5631  -16.6261  -5.3083
H  -6.3292  -20.1330  -7.0354
H  -9.6832  -12.7881  -1.1222
H  -4.3460  -14.4945  -2.5880
H  -5.4886  -18.3261  -4.1323
H  -10.5870  -13.7120  3.3406
H  -8.8246  -9.9613  -1.2973

Computed properties:
HOMO level in eV: -10.4
Kohn-Sham gap in eV: 5.73
E_LUMO in eV: -4.6194
Energy above the lowest of the compared OMol25 structures with the same formula, charge and spin in eV: 4.961
Net charge: +2
Total energy in hartree: -6786.0935

Record 2
Density functional theory data (the ωB97M-V functional and the def2-TZVPD basis) for a gas-phase ion, C4H8F2N (charge +1) at a distorted geometry.

CARTESIAN COORDINATES (ANGSTROEM)
F  -1.4290  0.7282  0.5583
F  0.7141  -2.5449  0.8310
N  1.3652  0.8920  1.0703
C  0.6215  -0.3180  0.2381
C  -1.4040  -0.3020  -1.5285
C  -0.7245  -0.0283  -0.2659
C  0.1916  -1.3920  1.0473
H  -0.8698  -0.9357  -2.3215
H  0.7645  1.6928  0.9753
H  1.3629  0.5974  2.0079
H  -0.3897  -1.3430  1.9089
H  -1.8350  0.5171  -2.1356
H  2.4026  1.1009  0.8020
H  -2.3506  -0.7837  -1.3929
H  1.3563  -0.6829  -0.4452

Computed properties:
HOMO level in eV: -12.7
Kohn-Sham gap in eV: 8.85
E_LUMO in eV: -3.8365
Energy above the lowest of the compared OMol25 structures with the same formula, charge and spin in eV: 3.073
Net charge: +1
Total energy in hartree: -411.3122

Record 3
Density functional theory data (the ωB97M-V functional and the def2-TZVPD basis) for a molecular structure, C17H16N6OSV at a distorted geometry.

CARTESIAN COORDINATES (ANGSTROEM)
V  -1.3969  0.6920  0.3167
S  -1.9225  -1.6713  -0.4529
O  -2.8438  1.2366  -0.1070
N  -0.1332  -3.5909  0.4879
N  -0.3247  -0.2761  1.7371
N  1.6559  0.4789  -2.3108
N  0.1737  -1.5733  1.4655
N  -0.9484  2.1315  1.7114
N  -0.3240  0.9335  -1.3253
C  0.0380  -2.9445  -4.4384
C  0.4092  2.6501  3.6718
C  0.5570  -1.8402  -3.7901
C  0.4990  2.1171  -1.3382
C  -0.5688  4.3706  2.3471
C  -1.1093  -2.0625  -1.9963
C  -1.2466  3.4014  1.6243
C  1.7465  1.7633  -1.7610
C  -0.5286  -2.3662  0.7104
C  0.2674  3.9800  3.3854
C  0.3169  0.3574  2.6856
C  -1.5692  -3.1732  -2.6880
C  -0.0746  -1.2741  -2.6156
C  -0.1033  1.7146  2.7298
C  0.3900  -0.0155  -2.0661
C  1.3712  -0.2995  3.5079
C  -1.0840  -3.6275  -3.9396
H  2.4032  -0.2152  -2.5533
H  0.8218  4.5923  4.1220
H  2.2328  -0.5620  2.9028
H  -2.0677  3.6930  0.9848
H  -0.5206  -4.2317  -0.2411
H  2.6622  2.3089  -1.6245
H  0.9540  -1.1907  3.9263
H  -1.5252  -4.4996  -4.4170
H  1.6850  0.4214  4.2998
H  -0.9030  5.3871  2.1980
H  0.4693  -3.2268  -5.4088
H  0.5373  -3.9457  1.1495
H  -2.3426  -3.7418  -2.2646
H  0.0766  3.1108  -1.0985
H  1.4439  -1.3399  -4.1953
H  0.8262  2.3275  4.6681

Computed properties:
HOMO level (spin up / spin down) in eV: -18.1 / -18.3
Kohn-Sham gap (spin up / spin down) in eV: 3.93 / 6.58
E_LUMO (spin up / spin down) in eV: -14.1708 / -11.6735
Net charge: +3
Total energy in hartree: -2402.3108

Record 4
Density functional theory data (the ωB97M-V functional and the def2-TZVPD basis) for C2H4IOP3 in the gas phase at a distorted geometry.

CARTESIAN COORDINATES (ANGSTROEM)
I  -2.1322  1.9931  0.5156
P  -0.5457  1.0778  -1.1724
P  1.7037  1.5686  -0.6814
P  2.1253  -0.2598  -1.6431
O  1.5452  1.1273  0.9124
C  -0.8448  -1.5161  0.1536
C  -0.2126  -0.4962  -0.6668
H  -0.1274  -2.2769  0.4649
H  -1.3079  -1.0765  1.0441
H  1.4182  1.8743  1.5067
H  -1.6217  -2.0157  -0.4336

Computed properties:
HOMO level (spin up / spin down) in eV: -8.1 / -8.1
Kohn-Sham gap (spin up / spin down) in eV: 6.63 / 6.63
E_LUMO (spin up / spin down) in eV: -1.4355 / -1.4347
Energy above the lowest of the compared OMol25 structures with the same formula, charge and spin in eV: 2.348
Structure (SMILES): CC#P(I)P(O)#P
Total energy in hartree: -1475.5034